The following is a DFT calculation (wB97M-V/def2-TZVPD) of C54H71BBrO4P2RhSi as an isolated structure.

```
135
Properties=species:S:1:pos:R:3:forces:R:3:mulliken_spin:R:1
Rh 0.9187 0.7785 -0.1335 0.440 -0.277 -0.606 2.15
Br 6.9391 -0.0592 -5.5572 -0.038 -0.026 0.078 0.00
P 0.6327 3.1706 -0.0750 -0.098 0.768 0.123 0.27
P 0.0011 -0.8659 1.3699 -0.219 -0.684 0.061 0.31
Si 2.7623 1.0750 1.3757 0.310 0.199 0.626 -0.03
O -1.0370 -0.9615 -1.9322 -0.012 0.079 0.007 0.08
O 1.2204 -0.1765 -2.3016 -0.443 -0.089 0.820 -0.23
O 0.3061 -2.1983 -3.3323 0.197 -0.128 0.004 -0.01
O 1.5170 0.3306 -4.5296 -0.118 -0.128 0.230 0.23
C 2.1160 0.0368 -3.4984 0.505 0.257 -0.512 0.35
C 2.1792 1.1573 4.1736 0.048 -0.054 0.070 0.00
C -3.6635 -6.6429 -2.8824 0.044 0.052 -0.077 0.00
C 4.3989 -0.0054 -4.3085 -0.018 0.005 -0.021 0.22
C -2.8425 4.2896 2.6825 0.088 0.056 0.078 0.00
C 2.9153 -2.7570 2.1297 -0.070 -0.164 -0.125 0.03
C 0.8083 4.0348 -1.7378 -0.029 -0.287 -0.112 -0.07
C -0.0215 -0.5005 4.1727 -0.080 -0.089 -0.135 -0.01
C -2.3541 -2.2872 2.5919 0.006 0.052 0.110 0.02
C 0.2668 -3.8109 1.4727 -0.121 0.115 0.161 0.02
C 4.0155 -0.3870 -1.9253 -0.047 -0.008 0.056 0.20
C 3.4322 5.7467 1.4636 -0.009 -0.011 0.011 0.01
C 2.2773 -2.5163 0.7593 -0.029 0.187 0.170 -0.02
C 6.2568 -0.5090 -2.8241 0.160 -0.022 -0.015 0.28
C 0.7403 -2.5118 0.8156 0.119 0.202 -0.022 -0.07
C -0.7707 2.5352 -3.0135 0.046 0.157 -0.100 0.05
C -4.6009 -1.1301 2.6937 0.107 0.025 0.039 0.00
C -2.2804 5.5235 1.9596 0.024 -0.077 0.026 0.00
C 3.4817 -0.1187 -3.2187 -0.252 0.025 0.161 -0.12
C 0.8692 -4.0172 2.8601 0.104 -0.088 -0.155 0.00
C 5.3648 -0.5788 -1.7489 0.008 -0.001 -0.042 -0.18
C 0.4088 0.0661 5.3587 0.033 0.076 0.095 0.00
C 2.9707 2.9767 1.4893 -0.090 -0.227 -0.140 0.00
C -3.4385 -3.6670 -2.6957 -0.053 -0.053 -0.011 0.00
C 2.3941 -4.0440 2.7670 -0.070 0.188 0.099 0.00
C -0.7099 2.9766 2.2783 -0.040 0.040 0.002 -0.04
C -2.0516 -6.5814 -4.7614 -0.060 0.078 0.068 0.00
C -1.7184 3.4831 3.3276 -0.074 0.044 -0.085 0.00
C -4.1025 -0.1737 1.5860 0.047 -0.019 0.085 0.01
C 1.7684 0.5963 2.9653 -0.035 -0.032 -0.339 0.05
C -1.5387 4.8367 -2.3302 0.113 0.034 -0.133 0.01
C 4.0694 3.5371 2.1468 -0.002 -0.005 0.029 0.00
C -1.3161 -4.0072 -3.7706 0.138 0.048 -0.066 0.00
C 0.6432 -0.2554 2.9692 0.154 0.195 0.181 0.01
C 0.6784 2.9721 -2.8385 -0.056 -0.108 0.201 0.01
C -2.6077 -4.4582 -3.4924 -0.045 0.055 0.042 0.00
C 2.3333 5.2153 0.8104 -0.030 0.029 -0.022 0.00
C 1.5182 0.9000 5.3636 -0.041 -0.018 0.001 0.01
C -1.8207 -1.2582 1.5566 0.270 0.449 -0.100 0.02
C -3.0262 -2.4633 -2.1332 0.072 0.170 0.109 0.00
C -0.9104 -2.8158 -3.2125 -0.193 0.119 0.177 0.01
C -0.7876 3.7803 0.9670 0.248 -0.265 -0.082 0.04
C 4.5179 0.3807 1.6507 -0.375 0.019 -0.276 0.08
C -0.0852 5.2331 -2.0664 -0.144 -0.052 0.184 0.00
C 2.0892 3.8421 0.8245 0.051 -0.205 0.032 0.01
C -0.8939 5.2573 1.3372 -0.136 0.025 -0.108 0.02
C -4.2730 -5.4845 -5.0373 0.054 -0.053 0.044 0.00
C -1.6319 3.7386 -3.3906 -0.058 -0.042 0.150 0.00
C -3.1407 -5.7800 -4.0433 -0.003 -0.068 -0.033 0.00
C -1.7330 -2.0617 -2.3863 0.090 -0.297 -0.134 -0.01
C 4.2993 4.9026 2.1438 0.026 0.038 -0.002 0.00
C -2.5941 0.0640 1.6588 -0.168 -0.088 -0.178 -0.01
C 5.7327 -0.2080 -4.0832 -0.053 0.059 -0.054 -0.10
C -3.4388 -1.7068 3.5031 -0.050 -0.046 -0.112 0.00
B 0.2277 -1.0657 -2.5390 -0.330 0.015 -0.192 0.02
H 2.5811 -3.3201 0.0814 -0.011 0.035 -0.056 0.00
H 4.5966 -0.6510 1.3077 0.010 0.000 0.028 -0.01
H -1.2065 4.1200 4.0540 0.002 -0.033 0.033 0.00
H 1.8584 1.3512 6.2873 -0.002 0.004 -0.004 0.00
H -1.2110 -6.7769 -4.0927 0.037 -0.022 -0.058 0.00
H 0.6104 -4.6243 0.8241 -0.020 -0.013 -0.019 0.00
H -3.7059 -1.8719 -1.5336 0.048 0.033 0.044 0.00
H 5.2406 0.9746 1.0886 -0.012 -0.021 -0.012 0.00
H 3.0364 1.8226 4.1793 -0.009 0.010 0.031 0.00
H 1.3077 2.1181 -2.5890 0.052 0.087 -0.130 0.02
H -0.7562 5.9165 0.4818 0.027 -0.002 0.090 -0.01
H -0.8909 -1.1390 4.1903 -0.008 0.007 0.033 0.00
H -0.1272 -0.1358 6.2776 0.004 -0.014 -0.006 0.00
H 3.6167 6.8127 1.4304 0.000 -0.002 0.012 0.00
H -3.9078 -4.8427 -5.8407 -0.039 -0.004 -0.023 0.00
H 1.8492 4.3643 -1.7149 0.004 0.029 0.074 0.02
H -1.2795 4.1333 -4.3488 -0.032 0.009 -0.023 0.00
H 1.6731 5.8809 0.2688 -0.024 0.013 -0.015 0.00
H -0.0382 5.9934 -1.2855 0.063 0.038 -0.104 0.00
H -0.6313 -4.5533 -4.4041 -0.021 -0.011 0.038 0.00
H 0.3718 -2.5274 -0.2154 -0.043 0.035 -0.109 -0.01
H 4.0070 0.2210 -5.2892 0.070 -0.005 -0.028 0.04
H 2.7034 -4.9017 2.1612 0.016 -0.031 0.029 0.00
H 3.3419 -0.4098 -1.0777 0.120 -0.056 -0.088 0.12
H 2.8287 -4.1640 3.7619 0.026 -0.071 -0.032 0.00
H -3.3875 3.6553 1.9778 -0.014 -0.018 0.001 0.00
H -5.2821 -0.6100 3.3688 -0.038 -0.018 -0.026 0.00
H -0.8691 1.9225 2.0579 0.007 0.056 0.051 0.03
H -2.0136 -1.6575 0.5593 -0.069 -0.041 -0.187 0.02
H -0.8195 -3.8716 1.4896 0.014 -0.033 -0.013 0.00
H 0.5708 -3.2023 3.5269 -0.034 -0.025 0.045 0.00
H 2.6423 -1.5821 0.3232 0.008 -0.141 0.017 0.00
H 7.3162 -0.6728 -2.6922 -0.010 0.017 0.004 0.03
H -2.8842 -6.7618 -2.1273 -0.032 -0.042 0.025 0.00
H 2.6963 -1.9156 2.7894 0.067 0.021 0.066 0.00
H 4.7822 0.4034 2.7104 -0.029 0.032 0.022 0.00
H -1.6867 -6.0639 -5.6500 0.034 -0.009 0.013 0.00
H -4.6473 -6.4111 -5.4784 -0.007 -0.003 0.014 0.00
H -1.1319 2.1019 -2.0689 -0.058 -0.062 -0.045 0.04
H -3.0276 -0.9287 4.1506 0.045 -0.009 0.023 0.00
H -2.2969 0.7189 0.8351 0.048 0.035 0.046 0.08
H -4.6117 0.7892 1.6542 -0.049 -0.022 -0.040 0.00
H -2.1932 6.3558 2.6613 -0.043 0.013 -0.007 0.00
H -1.6859 3.4844 0.4149 0.026 -0.063 0.009 0.02
H 0.3264 5.6898 -2.9724 0.001 -0.006 -0.015 0.00
H 4.7717 2.8887 2.6589 0.026 0.014 -0.028 0.00
H -3.8009 -2.5009 4.1593 0.001 0.036 0.040 0.00
H -3.5600 4.6028 3.4429 -0.055 -0.026 -0.043 0.00
H -2.6742 3.4418 -3.5272 0.009 0.001 -0.027 0.00
H -2.4590 -7.5422 -5.0780 -0.002 0.001 -0.027 0.00
H -5.1653 -1.9530 2.2496 -0.017 0.005 0.004 0.00
H 0.3013 3.0569 2.6879 0.006 -0.021 -0.028 0.01
H 4.0004 -2.8146 2.0226 0.004 0.060 -0.009 0.00
H -0.1074 5.4867 2.0591 0.032 0.025 -0.018 0.00
H -4.4536 -3.9900 -2.5037 0.010 -0.022 0.004 0.00
H 5.1673 5.3084 2.6485 -0.012 -0.001 0.010 0.00
H -3.9435 -7.6336 -3.2457 -0.029 0.008 -0.009 0.00
H -2.0003 4.4870 -1.4011 -0.035 0.025 -0.036 0.00
H -2.1342 2.6391 3.8824 0.066 -0.006 0.059 0.00
H -0.8354 1.7589 -3.7771 0.046 -0.042 0.047 0.01
H -2.3445 0.5697 2.5957 0.001 0.024 -0.024 0.01
H 1.0572 3.3724 -3.7828 0.025 0.030 0.015 0.00
H -2.0958 5.7183 -2.6559 -0.040 -0.005 0.065 0.00
H -2.7993 -3.1211 2.0425 0.046 -0.027 0.028 0.00
H -4.5388 -6.2016 -2.4057 0.011 0.016 0.020 0.00
H -2.9812 5.8342 1.1815 0.018 0.035 -0.004 0.00
H -1.5612 -2.7098 3.2056 0.012 -0.083 -0.065 0.00
H -5.1063 -4.9785 -4.5482 -0.007 0.013 -0.017 0.00
H 5.7552 -0.7867 -0.7588 -0.019 0.008 -0.027 -0.01
H -4.3402 -0.5875 0.6026 0.006 0.035 -0.022 0.00
H 0.5011 -4.9528 3.2876 -0.041 0.046 0.042 0.00
```
Forces are in eV/Å.

## Properties
**Energy relative to the best compared isomer or geometry (same formula, charge and spin)**: 0.00 kcal/mol
**⟨S²⟩**: 6.034
**Total charge**: 0
**M**: 1067.81 g/mol
**Multiplicity**: 5

The following is a DFT calculation (wB97M-V/def2-TZVPD) of one molecule with the formula C4H12ClO2P3S in a non-equilibrium geometry.

```
23
Properties=species:S:1:pos:R:3:forces:R:3:nbo_charge:R:1
Cl -4.1479 0.1464 -1.0420 -2.273 -0.619 -2.746 -0.39
S -2.7350 0.4156 0.5594 -0.680 3.269 1.421 1.73
P 1.3663 -0.1680 -0.6796 -1.562 0.159 0.598 0.58
P 2.5549 -0.1951 1.1308 -1.324 -1.923 1.341 0.00
P -1.0781 1.9400 -1.4286 1.361 0.852 1.393 0.90
O -3.3903 0.7029 1.8312 1.514 -0.289 -0.299 -0.86
O -2.0579 1.8411 -0.0171 0.417 -0.640 -0.052 -0.97
C 0.7577 1.5853 -0.6054 -1.118 0.763 -0.623 -1.03
C -1.2135 -1.5455 1.6455 0.699 1.285 -1.006 -0.69
C 2.7303 -0.2113 -1.8003 1.738 -1.577 0.357 -0.97
C -1.3467 -0.5391 0.4839 0.266 -3.596 0.360 -0.39
H -1.8703 -2.3954 1.6327 -0.794 -0.281 -0.559 0.24
H 1.3216 0.0700 1.8236 0.564 0.282 0.149 -0.01
H 2.1689 -1.6701 1.3892 0.922 1.675 -0.382 0.01
H 3.4343 -1.0008 -1.3918 -0.811 0.621 -0.541 0.24
H 0.4375 1.8553 0.4157 0.408 -0.290 -0.152 0.26
H 3.3286 0.6480 -1.8690 0.725 1.505 0.030 0.23
H -0.2332 -1.9515 1.5274 0.840 -0.361 0.383 0.23
H 1.5334 2.3411 -0.9115 -0.943 -0.603 -0.004 0.25
H -1.3577 -1.0817 2.6085 0.190 0.326 0.252 0.24
H -1.3428 -0.9629 -0.5719 0.300 0.533 1.525 0.25
H -1.3340 0.6861 -1.9538 0.026 -0.697 -0.192 -0.08
H 2.4740 -0.5103 -2.7768 -0.466 -0.395 -1.253 0.24
```
Forces are in eV/Å.

## Properties
**E_tot**: -59655.18146 eV
**⟨S²⟩**: 2.007
**Total charge**: 0
**M**: 252.58 g/mol
**Multiplicity**: 3

The following is a DFT calculation (wB97M-V/def2-TZVPD) of a 2-piece molecular cluster, C16H31Cl4IN2OPS overall in a non-equilibrium geometry.

```
57
Properties=species:S:1:pos:R:3:forces:R:3:nbo_charge:R:1
I 1.0283 2.1046 -4.7871 0.819 -0.442 0.811 0.08
Cl -3.5876 0.1308 2.9979 -0.097 0.024 0.043 0.01
Cl -6.1851 -0.4483 1.8219 0.237 0.151 0.298 0.06
Cl -5.8700 -0.4266 4.7142 0.234 0.224 -0.511 0.08
Cl -5.7488 2.0664 3.2188 0.195 -0.534 -0.047 0.07
S 1.0035 4.2581 2.5061 0.118 -0.856 -0.238 -0.58
P 2.0566 2.6943 1.9128 -0.723 2.023 -0.174 0.80
O -1.8100 -3.4487 -0.1732 0.015 2.235 0.732 -0.72
N 2.3998 -0.7606 0.4939 0.965 -0.132 2.454 -0.55
N -0.3389 -0.7082 -0.7613 -0.780 -1.231 0.776 -0.45
C -1.2469 0.2682 0.0194 -1.680 1.796 1.426 -0.05
C -3.7309 0.9062 -1.0152 1.021 -0.410 -0.199 -0.64
C -0.4071 1.1163 1.1901 -0.708 0.686 -0.605 -0.45
C -5.3479 0.3306 3.1882 -0.525 0.114 0.220 -0.21
C 2.0350 -0.6640 3.1885 0.431 -0.174 0.559 -0.74
C 1.0775 1.5967 0.6992 -0.703 -0.336 -1.336 -0.57
C -1.1441 -1.5296 -1.7769 -1.277 -2.347 -1.459 -0.28
C -2.1305 1.2535 -0.9744 0.876 0.687 -0.755 -0.45
C 0.8791 -0.0127 -1.3235 2.301 2.303 -1.503 -0.05
C 1.9288 0.4411 -0.0813 -2.095 1.987 -1.675 -0.06
C -2.3704 -2.4178 -1.0656 0.247 0.293 -0.482 -0.09
C 2.6903 1.6378 -3.3924 1.242 0.064 0.919 -0.54
C 1.7220 -0.7919 -2.4718 0.096 -1.825 -0.747 -0.46
C 2.9449 0.0385 -3.1756 0.079 -0.062 -0.281 -0.44
C 2.5810 -1.1060 1.7330 1.039 -1.940 -0.235 0.39
C 3.5548 -2.4770 1.8778 -2.169 -0.274 0.752 -0.67
H 3.2016 3.2441 1.1742 -0.707 -1.257 0.373 0.02
H 3.7621 -2.9808 0.8434 -0.180 1.384 1.991 0.25
H -1.6222 -3.0583 0.7494 -0.721 -0.827 -2.131 0.47
H 2.8304 1.0370 -0.5984 -1.880 -1.602 1.014 0.24
H -3.8694 0.0118 -1.7913 0.037 1.927 1.823 0.21
H 0.8207 2.3744 -0.1821 0.776 -1.409 2.068 0.27
H -4.3037 1.8432 -1.4188 0.975 -1.917 0.993 0.25
H 2.4225 2.2336 -2.4030 0.626 -1.365 -2.112 0.21
H -1.5590 -0.8970 -2.6704 0.880 -0.842 2.042 0.26
H -2.8915 -2.9811 -1.9647 1.098 1.147 1.983 0.23
H -0.0721 -1.4285 -0.0216 0.270 0.963 -1.205 0.44
H -2.0606 -0.3090 0.6753 2.004 0.727 -1.726 0.25
H 2.2111 -1.7781 -2.0103 -1.102 2.187 -0.837 0.25
H 2.8552 -3.2391 2.4751 1.692 1.458 -1.137 0.22
H -0.4910 -2.3939 -2.2827 -1.003 2.218 1.453 0.27
H -1.7031 1.1980 -2.0875 -0.878 0.127 2.388 0.22
H 4.4934 -2.2894 2.5438 -1.707 -0.202 -1.447 0.25
H 2.9835 -0.4845 3.8901 -2.085 -0.523 -1.522 0.26
H 3.1122 -0.4385 -4.2548 -0.380 1.020 2.423 0.25
H 1.4222 -1.5860 3.6356 1.470 1.969 -1.041 0.26
H 1.0720 -1.1943 -3.3905 0.989 1.161 2.259 0.24
H 3.9416 -0.1710 -2.5664 -2.065 0.810 -1.196 0.24
H -0.4641 0.4987 2.1691 0.440 1.086 -1.664 0.23
H 1.3691 0.2741 3.2761 1.118 -1.642 -0.434 0.23
H 0.4887 0.9965 -1.8285 0.639 -2.276 1.146 0.25
H 3.6537 2.1173 -3.8620 -2.043 -0.930 0.918 0.26
H 2.5965 2.0515 3.0706 -0.008 -0.308 -0.966 0.01
H -4.0548 0.5725 0.0739 0.325 0.839 -2.428 0.22
H -1.9219 2.3820 -0.6442 -0.616 -2.541 -0.583 0.24
H -1.0513 2.1098 1.3411 1.457 -2.269 -0.066 0.28
H -3.1550 -1.7667 -0.5043 1.420 -1.136 -1.124 0.20
```
Forces are in eV/Å.

## Properties
**Energy relative to the best compared isomer or geometry (same formula, charge and spin)**: 166.62 kcal/mol
**Total charge**: +1
**M**: 599.19 g/mol
**Multiplicity**: 1